{"formula": "C3H5NO", "method": "ωB97M-V/def2-TZVPD", "e_above_lowest_kj_mol": 416.70, "gap_ev": [7.575, 8.296], "homo_energy_ev": [-7.15, -7.58], "charge": 0, "spin_multiplicity": 1, "species": ["O", "C", "C", "C", "N", "H", "H", "H", "H", "H"], "positions_angstrom": [[1.803, 0.735, 0.080], [0.619, 0.376, -0.586], [0.584, 1.438, 0.401], [-1.164, -1.200, -0.112], [0.080, -0.881, -0.392], [0.228, 1.268, 1.419], [0.532, 2.471, 0.057], [-1.809, -0.423, 0.279], [-1.560, -2.153, -0.434], [0.687, -1.631, -0.712]], "lowdin_charge": [-0.05, -0.28, -0.13, 0.00, -0.04, 0.11, 0.10, 0.07, 0.06, 0.16]}

=====

{"formula": "C27H57F2N4O7RbS2", "method": "ωB97M-V/def2-TZVPD", "gap_ev": 8.385, "homo_energy_ev": -8.45, "charge": 0, "spin_multiplicity": 1, "species": ["Rb", "N", "S", "O", "O", "F", "S", "O", "O", "F", "C", "C", "C", "C", "C", "C", "N", "O", "C", "C", "C", "H", "H", "H", "H", "H", "H", "H", "H", "H", "H", "H", "H", "H", "H", "H", "H", "H", "H", "H", "C", "C", "C", "C", "C", "C", "N", "O", "C", "C", "C", "H", "H", "H", "H", "H", "H", "H", "H", "H", "H", "H", "H", "H", "H", "H", "H", "H", "H", "H", "C", "C", "C", "C", "C", "C", "N", "O", "C", "C", "C", "H", "H", "H", "H", "H", "H", "H", "H", "H", "H", "H", "H", "H", "H", "H", "H", "H", "H", "H"], "positions_angstrom": [[-0.030, 0.107, 0.995], [0.448, 2.023, 5.663], [1.761, 2.888, 5.532], [2.228, 3.150, 4.175], [2.759, 2.733, 6.552], [1.034, 4.295, 5.879], [0.995, 0.598, 4.939], [2.153, -0.051, 5.435], [0.791, 0.608, 3.515], [-0.183, -0.323, 5.490], [-3.712, 1.755, -0.787], [-4.471, 0.539, -0.236], [-4.907, -0.307, -1.452], [-5.525, -1.649, -1.046], [-4.445, -2.448, -0.344], [-3.824, -1.714, 0.883], [-3.574, -0.280, 0.621], [-3.080, 0.440, 1.732], [-4.703, -1.918, 2.129], [-2.509, -2.517, 1.082], [-5.709, 1.005, 0.555], [-2.700, 1.394, -0.973], [-3.704, 2.568, -0.058], [-4.236, 2.177, -1.642], [-5.713, 0.310, -1.858], [-4.063, -0.466, -2.121], [-5.838, -2.225, -1.917], [-6.341, -1.538, -0.331], [-3.700, -2.762, -1.071], [-5.038, -3.240, 0.122], [-5.640, -1.384, 1.961], [-4.826, -2.987, 2.293], [-4.232, -1.539, 3.037], [-1.884, -1.973, 1.782], [-2.626, -3.525, 1.475], [-2.013, -2.571, 0.114], [-6.245, 1.810, 0.044], [-5.482, 1.261, 1.586], [-6.491, 0.238, 0.543], [-3.791, 0.450, 2.394], [1.955, 4.958, 0.502], [1.820, 3.789, -0.488], [2.193, 4.179, -1.904], [3.726, 4.315, -2.035], [4.456, 3.010, -1.652], [4.033, 2.514, -0.244], [2.595, 2.608, -0.019], [2.250, 2.199, 1.266], [4.444, 1.059, -0.120], [4.871, 3.332, 0.789], [0.362, 3.300, -0.411], [1.483, 4.744, 1.465], [1.436, 5.843, 0.125], [2.963, 5.257, 0.797], [1.864, 3.435, -2.626], [1.948, 5.225, -2.093], [4.121, 5.154, -1.468], [3.924, 4.380, -3.108], [5.533, 3.149, -1.580], [4.272, 2.178, -2.337], [4.590, 0.723, 0.908], [3.728, 0.360, -0.566], [5.348, 0.796, -0.680], [5.807, 2.809, 1.016], [5.183, 4.349, 0.555], [4.394, 3.309, 1.774], [-0.239, 3.697, -1.234], [-0.131, 3.566, 0.524], [0.265, 2.219, -0.501], [2.429, 2.883, 1.942], [1.591, -2.220, -3.420], [0.543, -2.125, -2.284], [-0.585, -3.167, -2.670], [-0.210, -4.613, -2.273], [0.112, -4.618, -0.789], [1.343, -3.812, -0.359], [1.110, -2.477, -0.974], [2.085, -1.553, -0.513], [1.378, -3.706, 1.148], [2.633, -4.450, -0.889], [-0.214, -0.787, -2.347], [1.191, -1.909, -4.386], [1.919, -3.252, -3.543], [2.437, -1.565, -3.200], [-1.501, -2.898, -2.140], [-0.634, -3.144, -3.757], [0.697, -4.754, -2.861], [-1.043, -5.264, -2.519], [0.399, -5.656, -0.573], [-0.727, -4.354, -0.149], [0.551, -3.094, 1.509], [1.470, -4.690, 1.599], [2.272, -3.144, 1.434], [3.044, -5.275, -0.304], [2.635, -4.737, -1.942], [3.460, -3.727, -0.837], [-0.970, -0.926, -1.572], [-0.785, -0.782, -3.276], [0.409, 0.105, -2.288], [2.838, -1.683, -1.114]], "lowdin_charge": [0.89, -0.27, 0.48, -0.32, -0.28, -0.21, 0.52, -0.25, -0.46, -0.19, -0.02, -0.50, -0.12, -0.17, -0.13, -0.48, -0.10, -0.06, -0.02, -0.04, -0.02, 0.08, 0.09, 0.09, 0.12, 0.12, 0.12, 0.10, 0.11, 0.12, 0.08, 0.09, 0.09, 0.05, 0.10, 0.05, 0.09, 0.08, 0.07, 0.09, -0.02, -0.48, -0.12, -0.16, -0.13, -0.50, -0.12, -0.08, -0.04, -0.02, -0.04, 0.08, 0.09, 0.08, 0.12, 0.12, 0.11, 0.11, 0.12, 0.12, 0.09, 0.06, 0.09, 0.09, 0.08, 0.08, 0.09, 0.09, 0.00, 0.07, -0.02, -0.49, -0.13, -0.15, -0.13, -0.51, -0.10, -0.08, -0.01, -0.02, -0.04, 0.09, 0.07, 0.08, 0.09, 0.12, 0.09, 0.12, 0.13, 0.10, 0.08, 0.10, 0.09, 0.09, 0.07, 0.08, 0.04, 0.09, 0.08, 0.08]}

=====

{"formula": "C4H5N3O2", "method": "ωB97M-V/def2-TZVPD", "e_above_lowest_kj_mol": 1555.41, "gap_ev": 8.586, "homo_energy_ev": -9.30, "charge": 0, "spin_multiplicity": 1, "species": ["C", "C", "C", "C", "H", "H", "H", "H", "H", "N", "N", "N", "O", "O"], "positions_angstrom": [[0.190, 0.320, -0.538], [-1.188, 0.063, -0.917], [-2.239, 0.353, -1.567], [-0.041, -1.663, 0.644], [0.876, 3.021, -1.645], [-3.391, 0.690, -1.646], [1.051, -0.434, 2.700], [-0.531, -2.283, -0.406], [-0.567, -3.131, 2.310], [0.882, 1.372, -0.662], [0.756, -0.729, 0.189], [-0.031, -2.244, 1.994], [-0.222, 2.586, -1.000], [1.597, -0.223, 1.287]], "lowdin_charge": [-0.41, -0.09, 0.14, -0.25, 0.28, 0.11, 0.35, 0.20, 0.05, 0.13, -0.14, 0.01, -0.21, -0.17]}

=====

{"formula": "C21H34F2O5Pt", "method": "ωB97M-V/def2-TZVPD", "gap_ev": [9.200, 6.441], "homo_energy_ev": [-14.02, -14.92], "charge": 2, "spin_multiplicity": 5, "species": ["Pt", "C", "C", "O", "C", "C", "O", "C", "C", "O", "C", "C", "O", "H", "H", "H", "H", "H", "H", "H", "H", "H", "H", "H", "H", "H", "H", "H", "H", "F", "C", "F", "H", "C", "C", "C", "C", "C", "C", "C", "C", "C", "C", "C", "C", "O", "H", "H", "H", "H", "H", "H", "H", "H", "H", "H", "H", "H", "H", "H", "H", "H", "H"], "positions_angstrom": [[-0.350, 0.165, 1.121], [0.659, -2.386, -0.128], [1.591, -1.385, -0.782], [1.049, -0.055, -0.613], [2.026, 0.997, -0.756], [1.398, 2.306, -0.334], [0.763, 2.228, 0.952], [1.518, 2.473, 2.149], [2.313, 1.261, 2.581], [1.444, 0.111, 2.538], [2.141, -1.147, 2.540], [1.128, -2.248, 2.320], [0.264, -1.978, 1.199], [1.137, -3.365, -0.083], [-0.275, -2.461, -0.679], [1.667, -1.599, -1.849], [2.592, -1.415, -0.346], [2.328, 1.058, -1.803], [2.902, 0.747, -0.153], [0.603, 2.587, -1.023], [2.155, 3.093, -0.329], [0.773, 2.735, 2.898], [2.184, 3.324, 2.002], [2.674, 1.396, 3.602], [3.170, 1.083, 1.929], [2.630, -1.288, 3.506], [2.907, -1.132, 1.762], [0.461, -2.335, 3.177], [1.637, -3.202, 2.171], [-1.749, 2.541, 2.207], [-1.963, 1.782, 1.131], [-1.815, 2.503, 0.023], [-2.933, 1.287, 1.170], [-1.939, -1.528, -2.912], [-3.104, -0.550, -2.752], [-2.632, 0.898, -2.941], [-3.918, -0.671, -1.484], [-5.273, -0.451, -1.539], [-6.069, -0.537, -0.398], [-5.514, -0.902, 0.845], [-4.175, -1.118, 0.992], [-3.646, -1.660, 2.309], [-2.762, -0.713, 3.121], [-2.972, -3.023, 2.121], [-3.316, -0.902, -0.173], [-2.053, -0.875, -0.070], [-1.627, -1.538, -3.956], [-2.225, -2.547, -2.644], [-1.088, -1.219, -2.307], [-3.813, -0.775, -3.554], [-2.100, 0.995, -3.888], [-1.953, 1.185, -2.135], [-3.469, 1.595, -2.945], [-5.732, -0.220, -2.492], [-7.135, -0.366, -0.472], [-6.176, -1.041, 1.691], [-4.538, -1.818, 2.920], [-1.755, -0.627, 2.671], [-2.597, -1.132, 4.115], [-3.191, 0.281, 3.241], [-2.058, -2.927, 1.534], [-3.633, -3.724, 1.612], [-2.717, -3.453, 3.091]], "lowdin_charge": [1.48, -0.11, -0.12, -0.24, -0.12, -0.11, -0.26, -0.11, -0.12, -0.24, -0.13, -0.11, -0.27, 0.16, 0.11, 0.16, 0.13, 0.16, 0.12, 0.14, 0.16, 0.14, 0.15, 0.16, 0.13, 0.16, 0.13, 0.15, 0.15, 0.07, -0.35, 0.07, 0.11, -0.05, -0.35, -0.03, -0.08, 0.00, 0.02, 0.01, -0.11, -0.34, -0.04, -0.03, -0.25, -0.10, 0.09, 0.10, 0.05, 0.14, 0.09, 0.06, 0.09, 0.14, 0.13, 0.13, 0.14, 0.02, 0.10, 0.09, 0.06, 0.10, 0.09]}

=====

{"formula": "C36H32N5P2Ru", "method": "ωB97M-V/def2-TZVPD", "e_above_lowest_kj_mol": 254.82, "gap_ev": [7.668, 5.073], "homo_energy_ev": [-16.27, -16.27], "charge": 3, "spin_multiplicity": 5, "species": ["Ru", "C", "P", "C", "C", "C", "C", "C", "C", "C", "C", "C", "C", "C", "C", "C", "C", "C", "C", "C", "P", "C", "C", "C", "C", "C", "C", "C", "C", "C", "C", "C", "C", "N", "H", "H", "H", "H", "H", "H", "H", "H", "H", "H", "H", "H", "H", "H", "H", "H", "H", "H", "H", "H", "H", "H", "H", "H", "H", "H", "N", "C", "C", "N", "C", "C", "N", "C", "C", "N", "H", "H", "H", "H", "H", "H"], "positions_angstrom": [[9.960, 9.689, 12.784], [11.870, 11.047, 10.332], [10.252, 10.014, 10.259], [10.819, 8.570, 9.343], [10.219, 7.305, 9.641], [10.809, 6.125, 9.233], [11.976, 6.209, 8.473], [12.458, 7.452, 8.059], [11.820, 8.655, 8.414], [9.097, 10.870, 9.091], [9.181, 12.243, 8.987], [8.590, 12.904, 7.934], [7.840, 12.183, 7.029], [7.492, 10.835, 7.240], [8.166, 10.142, 8.237], [12.578, 10.674, 11.545], [13.912, 10.855, 11.976], [14.007, 10.434, 13.322], [12.723, 9.902, 13.695], [12.293, 9.289, 14.955], [10.429, 9.279, 14.958], [10.153, 10.166, 16.482], [9.481, 11.404, 16.520], [9.229, 11.975, 17.771], [9.608, 11.308, 18.914], [10.315, 10.120, 18.907], [10.649, 9.570, 17.667], [10.176, 7.534, 15.380], [10.878, 6.542, 14.613], [10.844, 5.211, 14.995], [10.265, 4.807, 16.210], [9.661, 5.810, 17.007], [9.524, 7.098, 16.545], [11.887, 10.050, 12.603], [11.583, 12.151, 10.514], [12.474, 11.013, 9.394], [9.314, 7.351, 10.198], [10.434, 5.197, 9.673], [12.421, 5.255, 8.145], [13.286, 7.544, 7.348], [12.114, 9.590, 7.959], [9.652, 12.800, 9.787], [8.650, 13.997, 7.795], [7.499, 12.650, 6.069], [6.921, 10.265, 6.530], [8.077, 9.067, 8.436], [14.715, 11.405, 11.430], [14.883, 10.387, 13.927], [12.800, 9.792, 15.781], [12.715, 8.270, 15.023], [9.177, 11.835, 15.571], [8.668, 12.906, 17.867], [9.286, 11.664, 19.925], [10.517, 9.574, 19.786], [11.113, 8.596, 17.748], [11.487, 6.809, 13.712], [11.221, 4.450, 14.330], [10.163, 3.746, 16.533], [9.288, 5.542, 17.990], [8.884, 7.737, 17.140], [5.906, 10.236, 13.487], [5.876, 8.915, 13.944], [7.154, 8.527, 13.968], [7.964, 9.420, 13.336], [7.200, 10.474, 13.082], [7.960, 11.708, 12.794], [9.301, 11.619, 12.704], [9.823, 12.907, 12.620], [8.763, 13.792, 12.487], [7.601, 13.000, 12.619], [5.198, 10.963, 13.432], [5.011, 8.489, 14.305], [7.603, 7.620, 14.397], [10.926, 12.981, 12.645], [8.746, 14.843, 12.330], [6.687, 13.399, 12.784]], "lowdin_charge": [1.13, -0.20, 1.05, -0.41, -0.10, -0.06, -0.04, -0.03, -0.09, -0.33, -0.14, -0.07, -0.04, -0.04, -0.05, -0.28, 0.05, 0.08, -0.26, -0.20, 0.98, -0.36, -0.07, -0.05, -0.05, -0.03, -0.08, -0.38, -0.11, -0.06, -0.01, -0.04, -0.12, -0.14, 0.12, 0.12, 0.08, 0.12, 0.13, 0.13, 0.11, 0.08, 0.13, 0.14, 0.12, 0.11, 0.15, 0.13, 0.13, 0.13, 0.08, 0.12, 0.15, 0.11, 0.12, 0.11, 0.12, 0.14, 0.12, 0.12, 0.18, 0.02, -0.09, -0.08, -0.22, -0.23, -0.11, -0.08, 0.02, 0.16, 0.19, 0.12, 0.13, 0.13, 0.13, 0.18]}

=====

{"formula": "C21H60O9", "method": "ωB97M-V/def2-TZVPD", "e_above_lowest_kj_mol": 218.98, "smiles": "CC(C)O.CC(C)O.CC(C)O.CC(C)O.CC(C)O.CC(C)O.CO.CO.CO", "gap_ev": 10.264, "homo_energy_ev": -9.82, "charge": 0, "spin_multiplicity": 1, "species": ["C", "O", "H", "H", "H", "H", "C", "O", "H", "H", "H", "H", "C", "O", "H", "H", "H", "H", "C", "C", "C", "O", "H", "H", "H", "H", "H", "H", "H", "H", "C", "C", "C", "O", "H", "H", "H", "H", "H", "H", "H", "H", "C", "C", "C", "O", "H", "H", "H", "H", "H", "H", "H", "H", "C", "C", "C", "O", "H", "H", "H", "H", "H", "H", "H", "H", "C", "C", "C", "O", "H", "H", "H", "H", "H", "H", "H", "H", "C", "C", "C", "O", "H", "H", "H", "H", "H", "H", "H", "H"], "positions_angstrom": [[0.755, 4.724, 1.597], [1.935, 3.954, 1.540], [0.771, 5.649, 1.072], [-0.061, 4.119, 1.187], [0.540, 4.902, 2.628], [2.544, 4.436, 1.002], [3.390, 1.936, 3.558], [2.524, 1.080, 2.806], [2.858, 2.832, 3.882], [3.648, 1.322, 4.412], [4.300, 2.141, 2.966], [2.347, 1.453, 1.915], [-3.007, 2.662, -2.973], [-2.374, 1.762, -3.872], [-4.033, 2.350, -2.748], [-2.439, 2.772, -2.014], [-3.100, 3.626, -3.453], [-2.048, 2.302, -4.598], [-5.735, -0.288, 1.395], [-5.405, -1.367, 0.426], [-3.961, -1.724, 0.430], [-6.209, -2.568, 0.707], [-6.820, -0.223, 1.488], [-5.295, 0.704, 1.140], [-5.386, -0.529, 2.380], [-5.648, -0.966, -0.559], [-3.268, -0.910, 0.176], [-3.796, -2.568, -0.236], [-3.716, -2.033, 1.438], [-6.312, -3.078, -0.106], [-2.408, 2.646, 2.195], [-2.568, 1.493, 3.132], [-1.344, 1.339, 4.003], [-3.789, 1.671, 3.961], [-3.376, 2.885, 1.742], [-1.681, 2.322, 1.488], [-2.012, 3.557, 2.633], [-2.692, 0.638, 2.475], [-1.280, 2.208, 4.657], [-0.425, 1.356, 3.395], [-1.399, 0.409, 4.542], [-4.354, 0.921, 3.914], [2.375, -2.365, 3.645], [1.152, -2.273, 2.716], [-0.209, -2.370, 3.399], [1.189, -1.014, 2.040], [3.236, -2.314, 2.960], [2.384, -3.344, 4.081], [2.431, -1.600, 4.437], [1.134, -3.082, 1.960], [-0.930, -2.066, 2.594], [-0.246, -1.676, 4.243], [-0.368, -3.342, 3.775], [1.655, -0.349, 2.586], [1.064, 0.544, -1.215], [-0.330, -0.057, -1.027], [-0.386, -1.587, -1.153], [-0.875, 0.365, 0.199], [1.462, 0.183, -2.172], [1.691, 0.185, -0.386], [1.076, 1.641, -1.287], [-1.024, 0.437, -1.732], [-1.373, -1.928, -0.784], [0.415, -2.061, -0.560], [-0.358, -1.908, -2.217], [-0.476, -0.187, 0.908], [3.812, -3.180, -2.736], [4.561, -2.350, -1.717], [4.189, -2.656, -0.270], [5.928, -2.657, -1.823], [4.263, -2.987, -3.699], [2.786, -2.876, -2.792], [3.872, -4.260, -2.542], [4.298, -1.265, -1.896], [4.900, -2.186, 0.403], [4.352, -3.744, -0.167], [3.209, -2.292, 0.025], [6.187, -2.524, -2.717], [0.983, 1.427, -4.502], [1.284, 0.034, -4.896], [0.561, -0.361, -6.153], [2.722, -0.111, -5.152], [-0.064, 1.507, -4.122], [1.057, 2.114, -5.373], [1.668, 1.715, -3.681], [0.985, -0.671, -4.098], [0.724, -1.425, -6.379], [1.004, 0.188, -6.957], [-0.521, -0.186, -5.985], [2.881, -1.003, -5.505]], "lowdin_charge": [-0.14, -0.11, 0.07, 0.07, 0.07, 0.07, -0.11, -0.17, 0.07, 0.08, 0.09, 0.09, -0.15, -0.15, 0.08, 0.09, 0.07, 0.07, -0.06, -0.49, -0.07, -0.05, 0.09, 0.10, 0.06, 0.13, 0.07, 0.08, 0.08, 0.08, -0.07, -0.46, -0.04, -0.05, 0.09, 0.04, 0.07, 0.12, 0.09, 0.08, 0.06, 0.04, -0.04, -0.48, -0.05, -0.11, 0.08, 0.07, 0.09, 0.14, 0.09, 0.07, 0.06, 0.03, -0.04, -0.49, -0.03, -0.08, 0.05, 0.07, 0.08, 0.13, 0.06, 0.07, 0.08, 0.07, -0.06, -0.52, -0.05, -0.03, 0.07, 0.06, 0.09, 0.15, 0.08, 0.09, 0.06, 0.07, -0.07, -0.51, -0.06, -0.07, 0.07, 0.10, 0.08, 0.12, 0.08, 0.08, 0.10, 0.08]}

=====

Question: What is the formula in the fourth record?
Answer: C21H34F2O5Pt